{
  "formula": "C4H5NO4S2",
  "method": "the ωB97M-V functional and the def2-TZVPD basis",
  "elements": ["C", "C", "C", "C", "N", "O", "O", "O", "O", "S", "S", "H", "H", "H", "H", "H"],
  "positions_angstrom": [[-0.414334, -1.125511, -1.832798], [0.299024, -1.317700, -0.463800], [-0.841336, 0.024971, -2.248137], [0.684997, -0.336198, 0.314564], [0.017330, 0.629796, 2.751230], [-1.996077, 1.931855, -0.853797], [0.241946, 2.407250, -1.876594], [1.152561, -1.485963, 2.425091], [2.384749, 0.597455, 1.910492], [-0.693100, 1.502933, -1.211345], [1.200234, -0.161314, 1.932060], [-0.536845, -2.050857, -2.461620], [0.632314, -2.321523, -0.328768], [-1.322479, -0.021216, -3.284060], [-0.001048, 1.559097, 2.682423], [-0.807935, 0.166925, 2.545060]],
  "forces_ev_per_angstrom": [[1.323, -2.130, 1.755], [-0.087, 0.722, -1.785], [-1.341, 0.565, -2.157], [-2.340, 0.922, -1.825], [2.335, -3.784, -0.044], [-1.309, 0.434, 0.691], [-0.885, -0.734, 0.762], [0.130, -1.190, 0.494], [0.858, 0.950, 0.372], [3.065, -1.103, -1.217], [-0.273, 0.112, 0.376], [0.214, 1.138, 0.822], [0.065, -0.725, 0.602], [0.542, 1.065, 1.632], [-0.062, 4.543, -0.489], [-2.234, -0.784, 0.011]],
  "mulliken_charge": [-0.24, 0.29, -0.29, -0.61, -0.47, -0.51, -0.53, -0.59, -0.60, 0.89, 1.15, 0.31, 0.40, 0.29, 0.25, 0.27],
  "energy_ha": -1307.3070,
  "lumo_ev": [-1.7, -2.1],
  "charge": 0,
  "orbital_gap_ev": [8.105, 7.803]
}

{
  "formula": "C24H31F3N3O10P2RuSSe2",
  "method": "the ωB97M-V functional and the def2-TZVPD basis",
  "elements": ["Ru", "C", "C", "C", "C", "C", "C", "C", "S", "O", "O", "N", "C", "C", "C", "C", "C", "C", "C", "C", "N", "C", "H", "H", "H", "H", "H", "H", "H", "H", "H", "H", "H", "H", "H", "O", "C", "C", "C", "O", "C", "Se", "C", "Se", "H", "H", "H", "H", "H", "H", "H", "H", "H", "H", "N", "C", "C", "P", "O", "O", "O", "P", "O", "O", "O", "H", "H", "H", "H", "H", "H", "H", "H", "F", "C", "F", "F"],
  "positions_angstrom": [[-0.039809, -0.391916, 0.431620], [6.467587, 0.940951, -3.198077], [5.515635, 0.508063, -2.115156], [4.441296, -0.328680, -2.412091], [3.595077, -0.777583, -1.413758], [3.809338, -0.386989, -0.099214], [4.861895, 0.462153, 0.212450], [5.705338, 0.901339, -0.792636], [2.766469, -1.047174, 1.181397], [3.644756, -1.459527, 2.250087], [1.958388, -2.056791, 0.524031], [1.755549, 0.134143, 1.531829], [1.691670, 1.006561, 2.608745], [2.645644, 1.124571, 3.630925], [2.447478, 2.046086, 4.647862], [1.322653, 2.858833, 4.672439], [0.339399, 2.762301, 3.668858], [-0.839858, 3.546601, 3.623767], [-1.752005, 3.347397, 2.571739], [-1.501869, 2.394245, 1.614313], [-0.386811, 1.626604, 1.629588], [0.530189, 1.809527, 2.629249], [5.938432, 1.120407, -4.134856], [7.216426, 0.165748, -3.381171], [6.991871, 1.855871, -2.920698], [4.269626, -0.619649, -3.442996], [2.759751, -1.436095, -1.620336], [5.004571, 0.765827, 1.242576], [6.529698, 1.563948, -0.550995], [3.505996, 0.470556, 3.623687], [3.183451, 2.128531, 5.441473], [1.176676, 3.568290, 5.481302], [-1.024282, 4.289249, 4.392054], [-2.653594, 3.945509, 2.504756], [-2.172220, 2.232190, 0.779775], [-0.602950, -0.521798, -3.930863], [0.079788, 0.354627, -4.785866], [0.664723, 1.627216, -4.147347], [1.630650, 2.173298, -5.215916], [2.348136, 3.337557, -4.834974], [1.444548, 1.238599, -2.892047], [0.464185, 1.439410, -1.151040], [-0.339184, 2.759227, -3.849557], [-1.842444, 2.440130, -2.635452], [-0.073373, -0.707899, -3.135574], [-0.616725, 0.629113, -5.585433], [0.919259, -0.190629, -5.247089], [1.054382, 2.374495, -6.132078], [2.382278, 1.414251, -5.454203], [1.780853, 3.857098, -4.255854], [2.312927, 1.884526, -2.775888], [1.805226, 0.210130, -2.973637], [-0.762826, 3.132357, -4.785714], [0.194370, 3.576307, -3.355695], [-3.024109, -0.831203, -2.411651], [-3.245085, -1.997677, -1.493256], [-4.410644, -2.860797, -1.926635], [-1.622394, -2.908413, -1.527731], [-1.622201, -3.160939, -3.178416], [-1.634759, -4.235449, -0.890384], [-0.561887, -1.858155, -1.294941], [-3.552549, -1.144279, 0.124936], [-4.804615, -0.212815, -0.486232], [-4.054741, -1.977437, 1.224646], [-2.393780, -0.183352, 0.248526], [-2.525253, -1.057088, -3.278943], [-2.421221, -0.159668, -1.900040], [-3.884627, -0.321871, -2.601847], [-4.243758, -3.281778, -2.919779], [-5.338352, -2.284953, -1.913589], [-4.503389, -3.676337, -1.210354], [-1.362710, -4.089585, -3.269569], [-4.962452, 0.463951, 0.192280], [-1.437234, -0.939212, 2.800285], [-0.576399, -1.576096, 1.948359], [0.407825, -2.036090, 2.776274], [-1.224302, -2.688769, 1.520350]],
  "forces_ev_per_angstrom": [[-0.139, 0.272, 0.080], [-0.041, 0.006, 0.023], [-0.109, -0.109, -0.004], [0.242, 0.161, 0.002], [-0.083, -0.087, 0.200], [0.182, -0.150, -0.151], [-0.170, -0.059, 0.150], [0.056, 0.087, -0.075], [-0.232, 0.552, 0.540], [0.011, 0.107, -0.117], [0.217, 0.008, -0.335], [-0.237, -1.178, -0.819], [0.131, 0.531, 0.629], [-0.059, -0.154, -0.298], [-0.026, 0.127, 0.082], [0.036, -0.029, 0.015], [0.024, -0.027, -0.022], [-0.013, 0.084, 0.110], [0.001, -0.057, -0.141], [-0.054, 0.220, 0.080], [0.032, -0.723, -0.147], [0.181, -0.045, -0.021], [0.008, 0.013, -0.006], [0.021, 0.023, -0.023], [0.005, 0.000, -0.008], [-0.027, -0.038, 0.006], [0.036, -0.012, -0.034], [0.058, 0.008, -0.019], [-0.009, 0.003, 0.015], [0.018, 0.021, 0.050], [0.004, -0.019, -0.015], [0.002, 0.010, -0.018], [0.021, -0.022, 0.012], [-0.005, -0.018, -0.040], [-0.032, -0.058, 0.071], [-0.093, 0.036, 0.120], [-0.048, 0.239, -0.064], [-0.169, 0.035, 0.111], [0.060, -0.044, 0.016], [0.068, -0.018, -0.049], [-0.182, -0.212, 0.499], [0.623, 1.264, -1.423], [-0.087, -0.159, -0.019], [-0.071, -0.224, -0.117], [-0.266, -0.084, 0.008], [-0.037, -0.031, 0.050], [-0.004, 0.090, -0.077], [0.031, -0.017, 0.008], [0.003, 0.044, 0.033], [-0.013, 0.021, -0.021], [0.037, -0.035, 0.001], [0.014, 0.113, -0.044], [0.032, 0.017, -0.019], [0.042, 0.050, -0.108], [0.261, 0.221, -0.024], [0.200, -0.187, 0.460], [-0.021, -0.035, -0.036], [0.195, -0.086, -0.716], [0.170, -0.240, 0.448], [-0.215, -0.002, 0.061], [-0.027, 0.212, 0.286], [-0.263, 0.529, -0.008], [0.231, 0.065, 0.472], [-0.032, -0.235, -0.209], [0.149, -0.193, -0.163], [0.077, -0.024, -0.013], [0.094, 0.090, -0.190], [-0.093, -0.033, 0.042], [-0.004, -0.005, -0.008], [-0.020, -0.019, -0.021], [-0.013, 0.003, -0.026], [-0.151, 0.198, -0.075], [-0.067, -0.083, -0.324], [0.066, -0.215, -0.077], [-0.552, -0.549, 1.565], [-0.032, -0.001, -0.108], [0.055, 0.056, -0.013]],
  "mulliken_charge": [2.08, -1.57, 1.04, -0.51, -0.17, 0.00, -0.49, -0.93, 1.00, -0.75, -0.80, 0.55, 0.30, -0.87, -0.72, -0.81, 0.72, -1.04, -0.89, -0.88, 0.64, -0.07, 0.34, 0.31, 0.36, 0.29, 0.49, 0.42, 0.33, 0.45, 0.35, 0.33, 0.33, 0.35, 0.46, -0.26, -1.82, 2.94, -1.24, -0.55, -1.91, -0.16, -1.62, -0.30, 0.00, 0.41, 0.41, 0.39, 0.37, 0.41, 0.67, 0.39, 0.36, 0.41, 0.03, 0.80, -1.84, 0.54, -0.56, -0.90, -0.12, 0.56, -0.66, -0.86, -0.22, 0.29, -0.27, 0.47, 0.41, 0.46, 0.37, 0.33, 0.33, -0.30, 0.00, -0.22, -0.19],
  "energy_ha": -8128.2878,
  "s2": 8.794,
  "spin_multiplicity": 6,
  "lumo_ev": [4.0, 3.7],
  "charge": -2,
  "orbital_gap_ev": [3.298, 5.469]
}

{
  "formula": "C3H4O2",
  "method": "the ωB97M-V functional and the def2-TZVPD basis",
  "elements": ["C", "C", "O", "C", "O", "H", "H", "H", "H"],
  "positions_angstrom": [[1.124437, 0.097419, -0.889526], [0.948516, 0.072976, 0.470861], [-0.378633, 0.209170, 1.110162], [-1.507295, -0.095918, 0.426441], [-1.627890, -0.218010, -0.793075], [0.073020, -0.175735, -1.261436], [2.138754, 0.103767, -1.354827], [1.730919, -0.005790, 1.230111], [-2.501828, 0.012122, 1.061289]],
  "forces_ev_per_angstrom": [[-1.732, -1.175, 2.714], [-0.141, 0.621, -1.695], [0.748, -1.381, -1.005], [-1.748, 1.535, -1.322], [0.162, -0.421, 2.530], [2.214, 1.077, -1.032], [-1.238, -0.206, 0.458], [-0.579, 0.401, -0.040], [2.314, -0.452, -0.609]],
  "mulliken_charge": [-0.57, -0.14, -0.28, 0.26, -0.55, 0.38, 0.27, 0.32, 0.31],
  "energy_ha": -267.1197,
  "smiles": "C=COC=O",
  "lumo_ev": 1.0,
  "charge": 0,
  "orbital_gap_ev": 10.854
}

ΔE to the lowest compared entry with this formula, charge and spin / kJ/mol: 661.5 173.9 191.9